{
  "formula": "C10H21F3IMnO5P2S",
  "method": "wB97M-V/def2-TZVPD",
  "homo_ev": [-15.42, -14.84],
  "gap_ev": [6.124, 5.312],
  "charge": 2,
  "spin_multiplicity": 5,
  "s2": 6.250,
  "lumo_ev": [-9.30, -9.53],
  "total_energy_ev": -97917.060,
  "relative_energy_kj_mol": 0.0,
  "species": ["H", "O", "H", "H", "S", "C", "C", "C", "Mn", "H", "P", "C", "H", "C", "H", "O", "F", "C", "H", "H", "O", "H", "H", "O", "H", "H", "H", "H", "H", "H", "I", "H", "H", "H", "F", "C", "C", "H", "F", "O", "C", "C", "H", "P"],
  "xyz": [[3.147027, 2.252220, 2.875191], [0.346885, -2.190557, -0.872163], [-1.472906, -1.969711, -2.891037], [2.026117, 2.431973, 1.487458], [-1.509127, 0.313053, 3.369484], [-3.378428, 0.758450, 3.763892], [2.399771, -0.616772, 3.786310], [-2.865666, 1.476561, -2.024939], [-0.704544, 0.185486, 0.519761], [-0.951542, -0.388258, -3.547236], [2.172384, 0.173576, 2.205458], [2.182392, 1.941466, 2.454890], [3.654335, 0.516901, 0.333724], [-1.709450, -1.465199, 1.400077], [-3.495084, -2.100046, -0.877836], [-1.349666, -0.991544, 4.008343], [-3.586689, 2.076424, 3.614564], [3.591730, -0.212398, 1.158026], [4.512682, -0.147718, 1.765627], [-4.136153, -0.633482, -0.083758], [-2.076277, -2.555798, 1.441189], [1.792919, -0.095882, 4.533179], [-4.461653, -0.924641, -1.826431], [0.876289, -0.324777, 1.578173], [1.448137, -0.179073, -3.119970], [2.642022, -0.251802, -1.743824], [-3.439206, 1.929085, -1.204935], [2.054623, -1.651720, 3.714800], [-3.520606, 1.308806, -2.890688], [-2.655685, -0.900521, -3.697921], [0.753049, 1.821148, -1.392028], [-2.031962, 2.136706, -2.299220], [2.320447, -1.702724, -2.744474], [3.452325, -0.600420, 4.092639], [-3.683562, 0.376563, 5.013578], [-1.766670, -0.927748, -3.054860], [1.870611, -0.812746, -2.307408], [1.363244, 2.187856, 3.139308], [-4.164991, 0.099913, 2.875450], [-0.686250, 1.432868, 3.843592], [-3.728539, -1.038437, -1.018622], [0.849721, -1.237701, -1.410696], [3.485763, -1.230904, 0.751479], [-2.208827, -0.140813, -1.471187]],
  "forces_ev_per_angstrom": [[-0.214, -0.049, -0.055], [2.346, 6.104, -2.716], [-0.127, 0.099, -0.164], [0.066, 0.034, 0.207], [0.076, 0.543, 1.864], [-1.011, 0.490, 0.615], [-0.036, -0.147, 0.103], [0.330, 0.083, 0.291], [0.619, -0.594, -0.396], [-0.178, -0.026, -0.005], [1.414, 0.562, 0.788], [-0.144, -0.047, -0.117], [0.008, -0.221, 0.295], [-0.794, -3.475, -1.222], [-0.180, 0.159, -0.023], [-0.035, 0.801, -0.818], [0.434, -1.230, 0.097], [-0.052, -0.077, -0.117], [-0.379, -0.054, -0.353], [-0.021, -0.105, -0.228], [1.015, 3.553, 0.355], [0.047, -0.095, -0.070], [0.138, -0.026, 0.191], [-1.385, 0.018, -1.060], [0.390, -0.435, 0.707], [-0.520, -0.199, -0.320], [0.115, -0.027, -0.255], [0.090, 0.059, 0.061], [0.129, 0.032, 0.255], [0.186, 0.021, 0.193], [-1.169, -0.009, 1.524], [-0.414, -0.142, 0.024], [-0.013, -0.492, 0.031], [-0.227, 0.046, -0.066], [0.529, 0.390, -1.557], [0.608, -0.231, 0.257], [1.147, 0.440, -1.461], [0.229, 0.086, -0.106], [0.877, 0.312, 0.608], [-0.774, -0.824, -0.634], [0.217, -0.146, 0.261], [-2.212, -6.133, 3.055], [0.170, 0.274, 0.213], [-1.297, 0.680, -0.252]]
}

{
  "formula": "C10H21FO12P2S2",
  "method": "wB97M-V/def2-TZVPD",
  "homo_ev": -9.95,
  "gap_ev": 9.059,
  "spin_multiplicity": 1,
  "lumo_ev": -0.89,
  "total_energy_ev": -78245.178,
  "species": ["S", "O", "H", "H", "O", "H", "H", "H", "H", "O", "C", "H", "O", "H", "H", "C", "O", "O", "C", "C", "S", "O", "O", "C", "C", "H", "O", "H", "C", "H", "H", "O", "H", "C", "F", "C", "O", "H", "O", "P", "H", "H", "H", "C", "H", "H", "P", "H"],
  "xyz": [[-0.236321, 1.477740, 1.484020], [-4.537286, -1.748072, -0.140366], [-2.376368, -1.390519, 1.907573], [-4.725294, -1.784242, -4.694291], [3.891228, 2.072203, -0.228470], [-7.284747, -2.823285, -1.831111], [-1.943742, -0.440510, -0.308877], [-2.272278, 2.402066, 0.710213], [3.214881, 2.648504, 0.239416], [6.648990, -0.466553, 2.223949], [-4.076438, -2.282904, -2.678214], [-7.186513, -1.541035, -3.849875], [4.999916, -0.643733, -0.036483], [-0.006234, -0.870079, 1.481469], [-3.418051, 0.349496, 0.259230], [-0.587702, -0.163893, 2.081671], [-5.121971, -4.049393, -1.037225], [6.797168, 1.610689, 0.538445], [-2.346477, 0.238577, 0.452425], [6.761046, 2.296920, 1.862758], [-5.014067, -2.614775, -1.199590], [0.989474, 1.440707, 0.711682], [-0.440400, 2.414330, 2.569048], [-1.629487, 1.585178, 0.370825], [-2.079706, -0.339695, 1.841322], [-6.937408, -1.207046, -1.144207], [2.428181, -0.142270, -0.582255], [-0.309386, -0.246173, 3.133695], [6.749233, 3.938538, 1.543820], [5.803788, 1.996546, 2.468341], [-1.270863, 1.789291, -0.641225], [7.796089, -0.914219, -0.167614], [-3.322871, -3.058539, -2.824881], [-5.120374, -2.245263, -3.784346], [6.633449, 4.866011, 2.726387], [-6.573437, -1.993049, -1.810723], [3.105510, 0.410239, 1.948942], [3.779974, 0.018274, 2.580715], [6.838869, 4.423783, 0.277148], [6.479720, -0.093817, 0.697332], [-2.649738, 0.221660, 2.591243], [7.758864, 2.048198, 2.431519], [-5.441955, -3.263880, -4.032229], [-6.299028, -1.457186, -3.214866], [-6.034101, -0.394354, -3.158853], [8.502670, -1.185252, 0.493211], [3.658460, 0.418524, 0.296788], [-3.595272, -1.307738, -2.557482]],
  "forces_ev_per_angstrom": [[0.300, -0.079, -0.049], [-0.177, -0.590, -0.082], [0.017, 0.186, -0.028], [-0.042, -0.096, 0.136], [0.089, -2.830, 2.385], [0.207, 0.054, 0.104], [-0.064, 0.082, 0.135], [0.220, -0.068, 0.047], [0.705, -1.192, -0.529], [-1.436, 1.288, -5.026], [0.332, 0.053, -0.449], [0.132, 0.037, 0.129], [1.926, 4.216, 2.185], [0.027, 0.177, 0.031], [0.278, -0.061, 0.030], [-0.045, -0.499, 0.201], [0.114, 0.549, 0.201], [-1.175, -2.454, 1.120], [-0.242, -0.114, -0.219], [0.226, 1.015, 0.456], [0.186, -0.121, 0.203], [-0.760, 1.058, 0.642], [0.280, -0.056, -0.249], [-0.423, 0.141, -0.479], [-0.255, -0.076, 0.117], [0.114, -0.267, 0.048], [6.008, 1.446, 3.371], [0.107, 0.164, -0.148], [0.286, 2.924, -6.735], [2.025, 0.782, -1.055], [0.097, 0.102, 0.261], [-2.700, 1.767, 1.698], [-0.080, 0.068, 0.216], [-0.072, -0.127, -0.246], [0.381, -3.181, -3.565], [-0.670, 0.250, -0.097], [3.535, -0.517, -2.056], [-0.786, 0.535, -0.954], [-0.690, -3.346, 10.118], [3.822, -1.688, 3.652], [0.085, -0.091, -0.057], [-2.183, 0.565, -0.937], [0.097, 0.118, 0.025], [-0.111, 0.270, -0.239], [-0.030, -0.150, -0.011], [-1.528, 0.655, -0.652], [-8.078, -0.768, -3.712], [-0.051, -0.133, 0.066]]
}

{
  "formula": "C10H22",
  "method": "wB97M-V/def2-TZVPD",
  "homo_ev": -9.92,
  "gap_ev": 10.966,
  "spin_multiplicity": 1,
  "lumo_ev": 1.04,
  "total_energy_ev": -10722.269,
  "relative_energy_kj_mol": 497.3,
  "species": ["H", "C", "H", "H", "H", "H", "C", "C", "H", "H", "H", "H", "H", "H", "C", "H", "H", "H", "H", "H", "H", "C", "C", "H", "C", "C", "H", "C", "C", "H", "H", "H"],
  "xyz": [[3.932751, -1.273422, 0.906693], [-3.382149, -0.737225, 0.168262], [3.891853, -2.134026, -0.819746], [2.950882, 0.832130, 1.609623], [-5.497702, -0.423461, 0.736971], [-0.476253, 2.722429, -1.139821], [-0.388998, 2.197694, -0.100541], [-1.183763, 0.773138, -0.089829], [0.639345, 1.979068, 0.214330], [0.642788, 0.206336, 0.022212], [-0.865943, 0.194385, -0.808007], [-5.294886, -0.772449, -0.891045], [-5.047743, -2.008087, 0.132924], [-1.138003, 0.360108, 0.985464], [-2.825094, 0.687532, -0.276413], [3.205805, 0.696691, -1.437420], [4.676697, 0.494542, -0.583910], [1.721968, -2.481562, 0.368096], [1.216734, -0.215366, 1.643294], [2.454324, 1.831402, 0.254103], [-3.035589, -1.399289, -0.612318], [1.883132, -1.452732, -0.027764], [3.692236, 0.106052, -0.610567], [-0.623927, 2.924352, 0.685946], [1.529092, -0.137955, 0.642497], [-4.821893, -1.049382, -0.014645], [-3.358921, 1.570805, 0.100897], [3.479094, -1.306285, -0.264823], [2.783331, 0.779364, 0.551648], [-2.832754, 0.724461, -1.446672], [1.335564, -1.698964, -0.939467], [-3.086918, -1.291293, 1.150910]],
  "forces_ev_per_angstrom": [[-0.938, -0.878, -3.075], [1.205, -0.662, -0.299], [0.353, 0.026, -0.304], [2.011, 0.140, 0.368], [1.247, -1.305, -0.992], [0.416, -0.968, 1.896], [-1.041, -0.543, -1.152], [-4.497, 4.553, 6.337], [-0.319, 0.174, -1.000], [2.113, -0.384, 1.403], [2.085, -3.301, -3.404], [-0.282, 0.673, -2.400], [-0.638, -3.988, 0.820], [0.753, 0.282, -1.833], [1.755, -0.259, -1.832], [0.338, -1.728, -0.199], [1.228, 0.010, 0.213], [0.092, 0.973, 1.261], [-0.555, -0.266, 1.273], [0.690, -1.257, 0.308], [1.270, -0.346, -0.126], [2.486, -2.102, -0.524], [-2.106, 3.457, 1.378], [-0.988, -0.243, -0.238], [-1.216, -0.030, -3.018], [-2.012, 5.501, 3.181], [0.142, -0.418, 0.132], [-1.232, -0.877, 3.289], [-1.731, 0.885, -1.374], [-0.923, -0.036, 1.975], [0.192, 1.086, -0.698], [0.102, 1.831, -1.363]]
}

{
  "formula": "C10H22BClNO5",
  "method": "wB97M-V/def2-TZVPD",
  "homo_ev": -4.82,
  "gap_ev": 8.003,
  "charge": -1,
  "spin_multiplicity": 1,
  "lumo_ev": 3.19,
  "total_energy_ev": -35656.591,
  "species": ["H", "H", "C", "H", "C", "O", "H", "H", "N", "H", "H", "H", "H", "H", "O", "H", "H", "H", "Cl", "H", "C", "H", "O", "C", "C", "H", "C", "H", "H", "H", "H", "C", "C", "O", "C", "H", "B", "H", "C", "O"],
  "xyz": [[-1.463092, -1.835381, -2.191020], [-2.174117, 1.758495, -0.949521], [2.100891, -0.456099, 0.440305], [-2.475568, 3.696466, 1.142970], [3.543829, -0.976500, 0.294773], [-0.728327, 2.939664, 0.433413], [-3.064563, -0.098067, -1.594150], [3.927768, -0.785906, -0.712020], [-3.427909, 0.694272, 0.332824], [3.454030, 1.752913, 0.118724], [-1.129346, -0.557708, -0.062655], [3.249548, -3.118571, 0.017161], [3.515966, -2.636021, 1.696137], [-0.764695, -2.843559, -0.921192], [0.379686, 0.972689, -0.488873], [-3.092368, -1.965051, 1.266525], [2.505169, 2.500059, -1.205859], [-3.661194, 2.617050, -0.529478], [0.888280, -1.782889, 0.453789], [4.156812, -0.360317, 0.956374], [-2.019191, 2.721189, 0.916522], [-4.078166, -1.098183, -0.537833], [1.977471, 0.193200, -1.928894], [-3.202231, -0.432311, -0.556286], [-1.655977, -2.291924, -1.218012], [-2.482273, -3.005954, -1.308304], [3.798322, -2.434333, 0.662235], [-2.012317, 2.122721, 1.837480], [2.004129, 0.023357, 1.411259], [-4.410404, 0.794771, 0.535203], [4.864277, -2.649392, 0.558670], [-2.866851, 1.967770, -0.134057], [2.441021, 1.931567, -0.267024], [1.653148, 2.571747, 0.692517], [-1.974882, -1.241830, -0.168831], [0.059440, 1.314765, 1.726276], [0.292530, 1.946915, 0.683891], [2.322140, -0.705290, -1.908216], [1.696148, 0.624672, -0.599766], [-2.147132, -1.868989, 1.104945]],
  "forces_ev_per_angstrom": [[-0.002, 0.024, 0.002], [-0.013, 0.014, -0.058], [0.211, 0.084, 0.016], [0.047, -0.055, -0.028], [0.119, 0.051, 0.085], [-0.027, 0.329, 0.283], [-0.094, -0.065, -0.040], [-0.094, -0.034, -0.016], [-0.267, 0.121, -0.012], [0.027, 0.046, -0.095], [-0.285, -0.031, -0.109], [-0.029, 0.001, 0.049], [-0.073, -0.043, -0.032], [-0.209, -0.046, -0.150], [0.082, -0.013, 0.229], [0.105, 0.067, 0.004], [0.095, 0.021, 0.021], [0.030, -0.033, -0.006], [0.809, -0.017, 0.166], [0.039, 0.075, -0.076], [0.040, -0.121, -0.217], [-0.005, 0.015, -0.019], [0.142, 0.036, 0.037], [0.059, -0.048, 0.029], [-0.101, -0.169, 0.004], [-0.042, 0.048, -0.067], [0.113, 0.059, 0.011], [0.014, 0.009, -0.039], [-0.208, -0.049, 0.045], [0.011, -0.003, -0.029], [0.021, -0.019, 0.008], [0.056, -0.035, 0.202], [-0.140, 0.049, 0.017], [-0.031, -0.250, -0.059], [-0.135, 0.192, -0.068], [0.004, 0.092, 0.013], [0.017, 0.016, -0.148], [-0.232, 0.017, 0.034], [0.123, -0.183, -0.045], [-0.175, -0.153, 0.057]]
}